*w*
Formula: C4H7NO3
Source: the Open Molecules 2025 dataset
Level of theory: ωB97M-V/def2-TZVPD

Geometry as ORCA input:
```
! RIJCOSX wB97M-V def2-TZVPD def2/J DEFGRID3
* xyz 0 1
C 0.279 -1.620 0.474
N 0.957 0.516 -0.673
C -1.009 0.851 1.351
C -0.254 -0.371 -0.156
C -1.453 -0.293 -0.757
O 0.599 1.708 -1.234
O 1.838 0.783 0.402
O -1.091 1.981 1.136
H 0.101 2.255 -0.585
H 2.709 0.501 0.087
H 1.091 -2.023 -0.130
H 0.677 -1.401 1.465
H -0.503 -2.370 0.561
H -1.790 0.594 -1.269
H -2.151 -1.109 -0.672
*
```

Output
HOMO level (eV): -8.74
Frontier orbital gap (eV): 9.01

*x*
Formula: C4H7NO3
Source: the Open Molecules 2025 dataset
Level of theory: ωB97M-V/def2-TZVPD

Geometry as ORCA input:
```
! RIJCOSX wB97M-V def2-TZVPD def2/J DEFGRID3
* xyz 0 1
C 1.854 0.955 -0.219
C 0.574 0.186 -0.331
C -0.748 0.722 -0.072
N -1.215 0.838 1.167
C 0.426 -1.117 -0.732
O 0.992 -2.154 -0.935
O -1.187 -1.076 -0.909
O -1.821 -1.935 0.064
H 2.699 0.289 -0.405
H 1.915 1.772 -0.946
H 1.988 1.395 0.775
H -1.310 1.302 -0.802
H -2.124 1.241 1.347
H -0.743 0.336 1.906
H -1.299 -2.754 0.092
*
```

Output
HOMO level (eV): -7.80
Frontier orbital gap (eV): 8.28
SMILES string: C/C(=C\N)C(=O)OO

In terms of stability, *x* leads; the second structure lies 14.9 kcal/mol higher.

*w*
Formula: C3H8N3O
Source: the Open Molecules 2025 dataset
Level of theory: ωB97M-V/def2-TZVPD

Geometry as ORCA input:
```
! RIJCOSX wB97M-V def2-TZVPD def2/J DEFGRID3
* xyz 1 1
H 3.020 -0.875 -0.156
N 2.035 -0.730 0.099
C 1.670 0.468 0.159
C 0.178 0.743 0.323
O -0.279 1.848 -0.365
C -0.903 -0.317 0.091
N -2.208 -0.194 0.250
N -0.383 -1.449 -0.410
H 2.164 1.319 -0.097
H 0.094 0.810 1.486
H 0.341 2.211 -0.993
H -2.884 -0.902 -0.015
H -2.663 0.718 0.365
H 0.672 -1.317 -0.390
H -0.855 -2.331 -0.346
*
```

Output
HOMO level (eV): -15.04
Frontier orbital gap (eV): 11.56
SMILES string: [H]/N=C/[C@@H](O)C(N)=[NH2+]

*x*
Formula: C3H8N3O
Source: the Open Molecules 2025 dataset
Level of theory: ωB97M-V/def2-TZVPD

Geometry as ORCA input:
```
! RIJCOSX wB97M-V def2-TZVPD def2/J DEFGRID3
* xyz 1 1
C -0.902 -1.272 1.005
C -0.376 -1.400 -0.389
C -0.605 0.720 0.299
N -1.016 -0.043 1.347
N -0.268 0.000 -0.741
N 0.265 0.415 -1.907
O 1.376 1.363 1.305
H -1.171 -2.085 1.653
H 0.599 -1.894 -0.418
H -1.056 -1.945 -1.050
H -0.661 1.794 0.303
H 0.233 1.418 -2.052
H 0.029 -0.139 -2.721
H 1.221 1.753 2.173
H 2.333 1.314 1.194
*
```

Output
HOMO level (alpha / beta) (eV): -14.07 / -14.07
Frontier orbital gap (alpha / beta) (eV): 9.41 / 9.41

In terms of stability, *w* leads; the second structure lies 19.2 kcal/mol higher.